Entry 1:
# C6H13PS

A 2-piece molecular cluster, C6H13PS overall (ωB97M-V/def2-TZVPD, the Open Molecules 2025 dataset).

Each atom is followed by the atoms it is bonded to, with distances in Å.
Element x y z (Å)
1 H 1.5573 1.4463 -1.0797  C5 1.140
2 H -4.1638 0.4280 1.5121  C15 1.071
3 C 1.5285 -0.8380 -0.3797  H6 1.095, H7 1.078, C19 1.321
4 H 3.2521 -0.2637 1.9918  C17 1.051
5 C 2.2510 1.4092 -0.1756  H1 1.140, H16 1.080, H18 1.125, C19 1.481
6 H 1.3151 -0.4558 -1.3835  C3 1.095
7 H 1.2410 -1.8406 -0.1087  C3 1.078
8 P -2.5087 -1.2563 -0.2202  S9 1.994, C14 1.873
9 S -3.0112 0.6570 -0.4677  P8 1.994, C15 1.708
10 H -4.3525 2.1622 0.7243  C15 1.072
11 H -0.6456 -1.5761 -1.7401  C14 1.024
12 H -1.9649 -2.5904 -2.1077  C14 1.091
13 H -1.9762 -0.5909 -2.4283  C14 1.176
14 C -1.6624 -1.5720 -1.8614  P8 1.873, H11 1.024, H12 1.091, H13 1.176
15 C -4.1941 1.1029 0.6815  H2 1.071, S9 1.708, H10 1.072
16 H 2.2564 2.2736 0.4722  C5 1.080
17 C 2.2193 -0.0775 1.9297  H4 1.051, C19 1.520, H20 1.093, H21 1.164
18 H 3.2835 1.3898 -0.6231  C5 1.125
19 C 2.0373 0.0744 0.4287  C3 1.321, C5 1.481, C17 1.520
20 H 2.0480 0.9157 2.3536  C17 1.093
21 H 1.4898 -0.7976 2.4819  C17 1.164

Properties
- relative energy (zero: lowest compared OMol25 entry of this formula, charge and spin) (kcal/mol) = 63.2
- net charge = 0
- orbital gap (alpha / beta) (eV) = 7.41 / 7.31



Entry 2:
# C4H6F6P2S

A 2-piece molecular cluster, C4H6F6P2S overall (ωB97M-V/def2-TZVPD, the Open Molecules 2025 dataset).

Each atom is followed by the atoms it is bonded to, with distances in Å.
Element x y z (Å)
1 H -0.4424 2.7501 1.2388  C15 1.083
2 F 2.2722 -0.8070 -0.8856  C19 1.349
3 F 1.8112 1.1854 -1.5612  C19 1.312
4 H -0.3719 -2.8471 -0.3635  C16 1.087
5 C -2.5626 0.3937 -0.1940  P11 1.933, F12 1.352, F17 1.309, F18 1.339
6 H 0.1521 -1.7615 -1.9209  C16 1.067
7 H 0.9007 2.8726 0.2690  C15 1.022
8 H -1.2486 -2.9076 -1.9886  C16 1.106
9 P 0.3706 0.4990 0.4895  S10 1.952, P11 2.151, C15 1.882, C19 1.820
10 S 0.2691 -0.8084 1.9352  P9 1.952
11 P -0.9315 0.5342 -1.2225  C5 1.933, P9 2.151
12 F -2.8831 -0.8513 0.2258  C5 1.352
13 H 1.0041 2.3169 1.9010  C15 1.004
14 F 2.9626 0.8138 0.2893  C19 1.373
15 C 0.5173 2.2980 1.0226  H1 1.083, H7 1.022, P9 1.882, H13 1.004
16 C -0.4131 -2.4956 -1.3917  H4 1.087, H6 1.067, H8 1.106
17 F -3.6099 0.7592 -0.8890  C5 1.309
18 F -2.5548 1.1027 0.9423  C5 1.339
19 C 1.9015 0.4293 -0.4923  F2 1.349, F3 1.312, P9 1.820, F14 1.373

Properties
- multiplicity = 3
- net charge = 0
- orbital gap (alpha / beta) (eV) = 8.75 / 6.35



Entry 3:
# H18O9

A 9-piece molecular cluster, H18O9 overall (ωB97M-V/def2-TZVPD, the Open Molecules 2025 dataset).

Each atom is followed by the atoms it is bonded to, with distances in Å.
Element x y z (Å)
1 O 0.9313 2.8030 -0.8965  H2 0.975, H9 0.948
2 H 1.4248 1.9756 -1.0463  O1 0.975
3 H -0.8933 -0.0379 -0.7253  O21 0.951
4 H -1.6279 3.3909 0.7448  O14 0.922
5 H -1.3588 -0.0897 2.1548  O23 1.003
6 H 3.4118 0.3747 -1.1453  O19 0.977
7 H -1.7742 -1.6820 0.2517  O10 0.942
8 H 0.0364 -2.7380 -0.0223  O18 0.975
9 H 0.6194 3.1474 -1.7230  O1 0.948
10 O -1.4234 -2.3705 0.7898  H7 0.942, H12 0.981
11 H 0.7483 -1.9413 -1.9671  O22 0.974
12 H -1.5790 -2.0574 1.7060  O10 0.981
13 H -2.3503 0.0228 3.3476  O23 0.960
14 O -1.5754 2.5127 0.4706  H4 0.922, H20 0.952
15 H 1.6039 0.1281 1.1264  O26 0.952
16 H 1.4890 -2.4507 0.4819  O18 0.953
17 H -2.3168 0.5262 -0.6095  O21 0.956
18 O 0.9836 -2.8894 -0.1972  H8 0.975, H16 0.953
19 O 2.4672 0.5468 -0.9675  H6 0.977, H25 0.964
20 H -0.7145 2.5262 0.0643  O14 0.952
21 O -1.8008 -0.1973 -0.9624  H3 0.951, H17 0.956
22 O 0.8761 -1.1552 -2.5285  H11 0.974, H24 0.959
23 O -2.1851 -0.4931 2.5545  H5 1.003, H13 0.960
24 H 0.5300 -1.3997 -3.3892  O22 0.959
25 H 1.9850 -0.0698 -1.5298  O19 0.964
26 O 1.1078 0.3577 1.9058  H15 0.952, H27 0.966
27 H 1.3850 1.2599 2.1118  O26 0.966

Properties
- relative energy (zero: lowest compared OMol25 entry of this formula, charge and spin) (kcal/mol) = 29.4
- net charge = 0
- orbital gap (eV) = 11.22
- SMILES = O.O.O.O.O.O.O.O.O



What did we get for maximum force? Answer: 3.8, 4.1, 2.6 eV/A, in the order shown.